{"formula": "C24H52O8", "method": "the ωB97M-V functional and the def2-TZVPD basis", "elements": ["C", "C", "C", "O", "C", "H", "H", "H", "H", "H", "H", "H", "H", "C", "C", "C", "O", "C", "H", "H", "H", "H", "H", "H", "H", "H", "C", "C", "C", "O", "C", "H", "H", "H", "H", "H", "H", "H", "H", "C", "C", "C", "O", "C", "H", "H", "H", "H", "H", "H", "H", "H", "C", "O", "C", "C", "O", "C", "H", "H", "H", "H", "H", "H", "H", "H", "H", "H", "C", "O", "C", "C", "O", "C", "H", "H", "H", "H", "H", "H", "H", "H", "H", "H"], "positions_angstrom": [[4.315, -2.824, 1.587], [3.137, -3.784, 1.579], [2.249, -3.290, 0.433], [2.714, -1.998, 0.063], [4.086, -1.895, 0.379], [5.319, -3.234, 1.673], [4.184, -2.155, 2.442], [2.699, -3.792, 2.575], [3.540, -4.763, 1.310], [1.210, -3.227, 0.762], [2.263, -4.083, -0.322], [4.390, -0.911, 0.748], [4.729, -2.041, -0.496], [-2.002, -6.309, -0.256], [-2.761, -5.771, -1.500], [-2.834, -4.279, -1.167], [-1.520, -4.010, -0.692], [-1.129, -5.107, 0.140], [-1.405, -7.196, -0.452], [-2.794, -6.480, 0.474], [-3.719, -6.282, -1.558], [-2.104, -5.923, -2.355], [-3.595, -3.980, -0.444], [-3.026, -3.797, -2.127], [-1.214, -4.905, 1.210], [-0.084, -5.279, -0.120], [-1.739, -0.042, -1.550], [-0.681, -0.565, -0.580], [-0.943, 0.321, 0.635], [-1.280, 1.604, 0.093], [-1.966, 1.410, -1.128], [-2.653, -0.631, -1.645], [-1.336, -0.035, -2.567], [0.272, -0.315, -1.043], [-0.828, -1.622, -0.376], [-0.032, 0.484, 1.212], [-1.722, -0.118, 1.266], [-1.546, 2.101, -1.864], [-3.035, 1.598, -0.962], [-2.884, 5.142, -0.519], [-4.149, 5.681, -1.168], [-3.883, 5.591, -2.650], [-2.493, 5.991, -2.703], [-1.801, 5.402, -1.577], [-2.959, 4.051, -0.543], [-2.732, 5.483, 0.500], [-4.346, 6.708, -0.851], [-5.033, 5.139, -0.817], [-4.368, 6.323, -3.291], [-3.975, 4.580, -3.061], [-1.059, 6.169, -1.360], [-1.355, 4.462, -1.906], [3.022, 2.101, -0.615], [2.716, 3.055, -1.637], [1.522, 2.710, -2.282], [1.366, 3.448, -3.610], [2.499, 3.233, -4.428], [2.519, 4.073, -5.543], [2.320, 2.303, 0.203], [3.998, 2.257, -0.165], [2.850, 1.097, -0.999], [0.673, 2.967, -1.635], [1.422, 1.631, -2.439], [1.185, 4.515, -3.434], [0.490, 3.162, -4.205], [3.381, 3.924, -6.192], [2.563, 5.139, -5.286], [1.620, 3.945, -6.158], [1.686, -2.648, 5.555], [0.525, -3.135, 4.914], [-0.021, -2.324, 3.891], [-0.408, -0.916, 4.261], [0.742, -0.118, 4.366], [0.427, 1.260, 4.357], [2.471, -2.326, 4.867], [2.114, -3.419, 6.195], [1.383, -1.836, 6.219], [-0.853, -2.884, 3.460], [0.755, -2.338, 3.110], [-1.049, -0.904, 5.154], [-1.103, -0.568, 3.483], [-0.091, 1.527, 5.284], [-0.189, 1.635, 3.536], [1.349, 1.838, 4.343]], "forces_ev_per_angstrom": [[-0.2, 1.3, 0.2], [1.0, -0.6, -0.3], [-0.4, -0.4, 1.1], [-0.2, -0.1, -0.2], [1.0, 0.0, 0.4], [-0.1, -0.3, -0.2], [0.2, -0.2, 0.2], [-0.4, -0.3, -0.2], [-0.4, -0.2, 0.4], [0.0, 0.4, -0.2], [0.2, 0.6, -0.7], [-0.7, 0.4, -0.4], [-0.2, -0.6, -0.1], [-0.6, 0.7, -0.4], [0.5, -0.4, 1.4], [0.4, -0.7, -1.1], [-0.5, 0.4, 0.3], [0.3, -0.4, -0.5], [-0.2, -0.1, 0.1], [0.4, -0.3, 0.4], [0.0, 0.1, -0.5], [-0.5, 0.1, -0.4], [-0.1, -0.2, 0.1], [0.2, 0.7, 0.3], [0.0, 0.3, 0.0], [0.1, -0.1, 0.3], [0.1, 0.0, -1.3], [-0.8, 0.5, 0.0], [1.0, 0.2, -0.4], [0.1, -0.3, 0.6], [-0.5, -0.2, 0.1], [0.0, 0.0, 0.6], [0.0, -0.1, 0.0], [0.3, -0.4, 0.4], [0.4, -0.1, -0.1], [-0.1, -0.1, 0.3], [-0.2, 0.3, 0.0], [-0.2, 0.1, 0.1], [0.1, 0.2, -0.2], [0.1, -1.0, -0.8], [-1.2, 0.2, 0.8], [1.6, 0.6, 0.0], [-0.2, -0.5, -0.1], [-0.5, 1.2, -0.7], [-0.2, 0.0, 0.7], [0.3, 0.1, -0.1], [0.2, 0.1, -0.3], [0.1, -0.2, -0.2], [-0.5, -0.2, 0.1], [-0.2, -0.1, 0.1], [0.3, -0.4, 0.4], [0.3, 0.1, 0.1], [-1.2, 0.9, 0.2], [0.8, -0.4, -0.1], [-0.8, 0.1, -0.4], [0.2, 0.4, -0.2], [0.5, 0.0, 0.2], [-0.4, 0.7, -0.5], [-0.2, -0.4, 0.1], [0.3, 0.0, -0.6], [0.4, -0.2, 0.2], [-0.2, 0.1, 0.0], [0.4, -0.1, -0.1], [0.5, 0.2, 0.2], [-0.3, -0.5, 0.5], [0.1, -0.6, 0.3], [-0.1, 0.0, 0.4], [-0.1, -0.1, 0.0], [-0.3, 0.3, 0.4], [-0.3, -0.6, 0.4], [1.2, -0.7, -0.3], [-0.7, -0.4, -0.3], [-0.3, 0.5, -0.5], [0.2, 0.5, 0.8], [-0.1, 0.2, -0.2], [-0.3, -0.3, -0.2], [0.4, 0.3, -0.1], [-0.2, 0.1, 0.3], [-0.2, 0.7, -0.2], [0.4, 0.0, 0.4], [0.3, 0.2, -0.2], [-0.1, 0.0, 0.1], [-0.1, -0.6, -0.3], [0.2, -0.2, 0.0]], "lowdin_charge": [-0.16, -0.16, -0.20, -0.13, -0.21, 0.11, 0.10, 0.09, 0.11, 0.10, 0.11, 0.11, 0.12, -0.16, -0.16, -0.21, -0.16, -0.20, 0.11, 0.11, 0.11, 0.11, 0.12, 0.12, 0.11, 0.11, -0.16, -0.14, -0.19, -0.15, -0.22, 0.10, 0.11, 0.11, 0.09, 0.11, 0.11, 0.10, 0.12, -0.15, -0.18, -0.19, -0.17, -0.17, 0.09, 0.11, 0.11, 0.11, 0.12, 0.12, 0.12, 0.09, -0.08, -0.16, -0.22, -0.20, -0.17, -0.13, 0.09, 0.09, 0.08, 0.11, 0.12, 0.12, 0.12, 0.09, 0.09, 0.09, -0.11, -0.19, -0.20, -0.23, -0.18, -0.10, 0.08, 0.09, 0.09, 0.13, 0.12, 0.14, 0.11, 0.09, 0.08, 0.09], "total_charge": 0, "orbital_gap_ev": 10.094}